[1]
Density functional theory data (ωB97M-V/def2-TZVPD) for 3 unconnected molecules or ions with the total composition C12H25IO6.

Positions of all 44 atoms, in Å:
C: -1.709 -0.904 -1.254
C: -0.287 -1.257 -1.649
O: 0.146 -0.534 -2.803
C: -0.125 -2.730 -1.997
C: 1.298 -3.118 -2.413
O: 2.255 -2.200 -1.869
C: 3.075 -2.812 -1.001
O: 3.870 -2.257 -0.327
O: 2.828 -4.149 -0.969
C: 1.753 -4.464 -1.819
I: 2.335 -5.918 -3.302
H: -1.720 -0.049 -0.578
H: -2.287 -0.633 -2.142
H: -2.213 -1.740 -0.762
H: 0.376 -1.023 -0.806
H: -0.026 0.402 -2.664
H: -0.420 -3.318 -1.121
H: -0.822 -2.977 -2.805
H: 1.415 -3.115 -3.494
H: 0.982 -4.962 -1.236
C: -3.669 2.838 2.131
C: -2.452 2.381 1.344
C: -1.326 3.398 1.381
O: -2.806 2.062 -0.004
H: -4.065 3.767 1.709
H: -4.454 2.083 2.094
H: -3.413 3.025 3.175
H: -2.089 1.435 1.753
H: -1.655 4.343 0.938
H: -0.466 3.033 0.820
H: -1.011 3.597 2.406
H: -3.135 2.864 -0.427
C: 2.418 0.672 0.485
C: 1.255 1.327 1.207
C: 1.596 1.695 2.641
O: 0.091 0.494 1.157
H: 2.720 -0.250 0.987
H: 2.139 0.418 -0.539
H: 3.288 1.329 0.450
H: 0.953 2.229 0.668
H: 1.862 0.797 3.206
H: 0.745 2.169 3.130
H: 2.446 2.378 2.678
H: 0.301 -0.325 1.622

Properties
- Relative energy (zero: lowest compared OMol25 entry of this formula, charge and spin): 0.0 kcal per mole
- Gap between HOMO and LUMO: 10.2 eV
- SMILES string: C[C@H](O)C[C@H]1OC(=O)O[C@@H]1I.CC(C)O.CC(C)O

Atomic partial charges in e from the Löwdin method, atoms 1 to 2: -0.031 -0.434

***

[2]
Density functional theory data (ωB97M-V/def2-TZVPD) for a molecular structure, C12H25MnNO7.

Positions of all 46 atoms, in Å:
Mn: -0.083 0.164 0.078
C: -1.037 -2.872 0.128
C: 0.467 -2.863 0.240
O: 0.805 -1.695 0.996
C: 2.211 -1.565 1.241
C: 2.393 -0.282 2.009
O: 1.764 0.749 1.240
C: 1.772 2.031 1.878
C: 0.971 2.949 0.981
O: -0.294 2.341 0.696
C: -1.326 2.642 1.644
C: -2.470 1.712 1.337
O: -1.931 0.379 1.385
C: -2.910 -0.667 1.245
C: -2.799 -1.250 -0.149
O: -1.427 -1.595 -0.403
H: -1.484 -3.018 1.113
H: -1.380 -3.665 -0.539
H: 0.943 -2.803 -0.744
H: 0.817 -3.759 0.757
H: 2.740 -1.528 0.283
H: 2.571 -2.416 1.823
H: 3.454 -0.059 2.140
H: 1.914 -0.341 2.991
H: 2.799 2.387 1.993
H: 1.322 1.939 2.872
H: 1.467 3.076 0.019
H: 0.833 3.933 1.432
H: -1.633 3.684 1.537
H: -0.964 2.474 2.662
H: -2.881 1.912 0.343
H: -3.259 1.818 2.083
H: -3.911 -0.279 1.438
H: -2.683 -1.405 2.014
H: -3.062 -0.511 -0.906
H: -3.442 -2.122 -0.280
N: 1.676 -0.397 -4.527
C: 0.548 0.461 -4.029
C: 0.464 0.256 -2.517
O: -0.410 0.910 -1.904
O: 1.247 -0.563 -1.994
H: 1.374 -1.096 -5.205
H: 2.038 -0.879 -3.675
H: 2.427 0.146 -4.951
H: -0.379 0.161 -4.511
H: 0.747 1.502 -4.266

Properties
- Relative energy (zero: lowest compared OMol25 entry of this formula, charge and spin): 0.4 kcal per mole
- Gap between HOMO and LUMO (alpha / beta): 10.6 / 11.3 eV
- Charge: +2
- Multiplicity: 6

Atomic partial charges in e from the Löwdin method, atoms 1 to 2: 1.061 -0.123

***

Question: Which formula does entry 2 have?
Answer: C12H25MnNO7